{
  "formula": "C4H11N2",
  "method": "wB97M-V/def2-TZVPD",
  "species": ["C", "N", "C", "C", "C", "N", "H", "H", "H", "H", "H", "H", "H", "H", "H", "H", "H"],
  "xyz": [[-1.69282, -0.67501, 0.83181], [-0.29093, -0.34728, 0.46675], [0.61242, 0.60014, 1.22291], [1.31346, 0.89024, -0.13185], [0.21295, 0.29844, -0.97489], [0.40664, -0.57271, -2.00003], [-2.18024, -1.43141, 0.27980], [-1.66806, -0.95660, 1.83042], [-2.18642, 0.29778, 0.81135], [0.19230, -1.26437, 0.42994], [0.98840, 0.18942, 2.13617], [0.05154, 1.47276, 1.33924], [1.48462, 2.00662, -0.15040], [2.28223, 0.49843, -0.32917], [-0.58860, 1.06820, -1.30807], [1.30903, -1.05067, -1.87204], [-0.24650, -1.02397, -2.58195]],
  "atomic_forces_ev_per_a": [[0.72, 2.95, 0.01], [0.11, -2.52, -0.89], [-0.75, -1.06, -2.43], [1.53, 2.32, 0.79], [-3.67, 1.92, -0.10], [3.64, -0.38, 1.39], [-0.11, -0.62, -1.11], [-0.07, -0.71, 1.97], [-0.56, -0.32, -0.24], [-0.05, 0.61, 0.07], [0.65, -0.09, 0.23], [-1.05, 1.24, 1.07], [-0.38, -1.17, -0.73], [0.78, -0.85, 0.06], [1.07, -1.19, 1.09], [-0.81, -0.11, -0.75], [-1.04, -0.02, -0.43]],
  "de_lowest_kj_mol": 209.7,
  "orbital_gap_ev": 11.680,
  "smiles": "C[N@@H+]1CC[C@H]1N",
  "total_charge": 1,
  "multiplicity": 1,
  "largest_force_ev_per_a": 4.15
}

---

{
  "formula": "C7H13N",
  "method": "wB97M-V/def2-TZVPD",
  "species": ["C", "C", "C", "C", "N", "C", "C", "C", "H", "H", "H", "H", "H", "H", "H", "H", "H", "H", "H", "H", "H"],
  "xyz": [[0.71384, 1.58824, -0.75470], [0.26253, 0.43522, 0.39782], [-1.09284, 0.67569, 0.90749], [-2.22256, -0.18588, 0.11920], [-1.39096, -0.73898, -0.81020], [-0.12597, -0.89321, -0.18734], [1.29682, -1.22283, -0.42489], [1.70239, -0.27689, 0.73185], [1.83960, 1.56612, -1.26578], [-0.10175, 1.63377, -1.71165], [0.64060, 2.73006, -0.44730], [-1.41267, 1.73158, 1.24629], [-0.83642, 0.02619, 1.95202], [-2.82417, 0.62160, -0.47461], [-2.84182, -0.97937, 0.64659], [-1.52559, -1.55876, -1.52788], [-0.17903, -1.58784, 0.75846], [1.78134, -0.79342, -1.38301], [1.77628, -2.05197, 0.24259], [2.02941, -0.96770, 1.63148], [2.51097, 0.24839, 0.35355]],
  "atomic_forces_ev_per_a": [[-0.62, 1.39, -2.52], [1.39, 1.81, -3.39], [-1.31, 0.18, 6.95], [-1.43, 2.99, -0.09], [3.62, -4.54, -5.85], [0.64, -1.45, 2.23], [3.92, -1.12, -0.60], [-1.79, -0.86, 1.38], [-2.97, -0.50, 1.45], [2.23, -0.63, 2.54], [0.07, -2.50, 0.27], [0.38, -1.67, -0.72], [-1.61, 1.94, -1.95], [0.04, -1.56, 1.58], [0.53, 1.47, 0.22], [-0.82, 2.29, 2.25], [-0.89, 1.06, -0.83], [-0.63, -1.48, 1.35], [-1.09, -0.59, -3.49], [-1.22, 2.16, -1.04], [1.56, 1.62, 0.26]],
  "de_lowest_kj_mol": 697.3,
  "orbital_gap_ev": 9.294,
  "smiles": "C[C@@]12CCN[C@H]1CC2",
  "multiplicity": 1,
  "largest_force_ev_per_a": 8.24
}

---

{
  "formula": "C10H14BF5N6OTeV",
  "method": "wB97M-V/def2-TZVPD",
  "species": ["H", "N", "B", "N", "C", "V", "H", "C", "H", "C", "H", "C", "H", "H", "H", "N", "N", "N", "N", "C", "C", "H", "H", "C", "C", "C", "C", "H", "H", "H", "H", "H", "F", "Te", "F", "F", "F", "F", "O"],
  "xyz": [[-0.42523, -3.23377, 1.76250], [-0.11012, -1.55187, 0.50220], [0.88313, -0.05583, -1.42259], [0.97807, -1.09972, -0.26002], [1.98933, -1.98844, -0.11301], [-1.72525, -0.56858, 0.82903], [2.93265, -1.81193, -0.61623], [1.56899, -3.01493, 0.72844], [2.14530, -3.87215, 1.01813], [0.25715, -2.71380, 1.11041], [1.34642, -0.67016, -2.38928], [-0.25174, 1.06859, 0.95700], [0.67511, 0.84395, 1.49223], [-1.03278, 1.39186, 1.68488], [-0.16372, 1.87228, 0.21961], [1.82791, 1.23042, -1.39101], [-0.60952, 0.23595, -1.79953], [2.51109, 1.82031, -0.34467], [-1.74775, -0.06109, -1.02995], [2.24859, 1.86637, -2.50715], [-1.02722, 0.57056, -3.03920], [1.87339, 1.57194, -3.47544], [-0.30364, 0.84868, -3.78947], [3.14497, 2.87528, -2.17267], [-2.41558, 0.47123, -3.10478], [3.24480, 2.86402, -0.78335], [-2.84053, 0.08344, -1.83058], [3.64634, 3.52403, -2.86744], [-3.03646, 0.63848, -3.96622], [3.81856, 3.49350, -0.11587], [-3.82633, -0.12545, -1.44867], [2.20695, 1.67791, 0.61232], [-4.28339, -1.87349, 4.44564], [-2.60323, -1.15744, 3.94274], [-0.85325, -0.55218, 3.39908], [-1.93641, -2.90673, 3.65241], [-3.11230, 0.64490, 4.26179], [-1.89899, -1.30148, 5.70998], [-3.09528, -1.03463, 2.13874]],
  "atomic_forces_ev_per_a": [[-0.01, -0.09, 0.08], [1.64, -0.69, -0.43], [0.58, -1.31, -1.15], [-0.45, -0.31, 0.67], [-1.11, 0.14, 0.34], [0.10, 1.06, 1.03], [-0.18, -0.21, 0.00], [-0.19, 0.22, 0.16], [0.05, -0.10, 0.11], [0.89, 0.76, -1.04], [-0.39, 0.59, 0.44], [-1.75, 0.28, 1.23], [-0.47, -0.37, -0.09], [0.38, 0.23, 0.12], [-0.19, -0.56, -0.10], [0.46, 0.52, 0.66], [-1.11, 0.13, 0.00], [-0.82, 0.30, -0.37], [0.89, 0.32, -0.71], [0.03, -0.07, 0.83], [-0.23, -0.52, 1.25], [0.22, -0.08, 0.06], [-0.15, -0.14, -0.09], [-0.24, 0.05, 0.24], [-0.45, -0.08, 0.65], [-0.06, -0.77, -0.80], [1.06, 0.21, -0.96], [0.02, 0.12, 0.06], [-0.05, 0.08, -0.02], [-0.10, -0.17, 0.00], [-0.14, 0.06, -0.05], [0.22, -0.15, -0.32], [1.87, 0.96, -0.51], [-0.46, -0.69, 2.73], [-0.91, -0.12, -0.27], [-0.45, 1.17, 0.06], [0.54, -1.76, -0.27], [-0.99, 0.35, -2.13], [1.94, 0.64, -1.41]],
  "orbital_gap_ev": [7.121, 7.883],
  "total_charge": 2,
  "multiplicity": 2,
  "largest_force_ev_per_a": 2.85
}